122
Properties=species:S:1:pos:R:3 method="wB97M-V/def2-TZVPD" charge=+1 lumo_ev=-2.953 e_tot_ha=-5390.0744 s2=2.009 multiplicity=3 gap_ev=6.788
C -1.21 1.79 -0.24
C -0.20 0.57 -0.49
C -0.81 -0.71 0.11
C -1.93 -1.46 -0.41
N -2.78 -1.30 -1.55
C -4.00 -0.56 -1.09
C -2.10 -0.65 -2.66
C -2.47 0.73 -3.26
O -1.14 -1.22 -3.13
N -2.15 -2.53 0.48
C -3.20 -3.54 0.27
C -2.70 -4.83 -0.51
C -2.19 -5.98 0.43
Br -1.34 -4.46 -1.88
C -1.25 -2.47 1.53
C -1.12 -3.39 2.76
F -2.21 -4.20 2.96
F -1.09 -2.54 3.87
C 0.21 -4.25 2.84
F 0.72 -4.58 1.62
F 1.14 -3.45 3.48
C 0.06 -5.51 3.79
F -0.50 -5.15 4.98
F 1.29 -6.01 4.11
F -0.63 -6.52 3.21
N -0.46 -1.39 1.27
C 0.71 -0.85 2.01
C 2.02 -1.40 1.30
C 3.15 -0.33 1.14
C 4.51 -0.92 0.62
N 5.06 -1.98 1.47
C 5.93 -2.93 0.92
C 6.30 -3.84 1.98
C 5.62 -3.39 3.22
C 4.88 -2.23 2.82
H -2.14 1.41 0.26
H -1.43 2.34 -1.18
H -0.74 2.53 0.46
H 0.75 0.86 0.00
H -0.01 0.51 -1.59
H -4.25 -0.97 -0.07
H -4.88 -0.82 -1.73
H -3.86 0.54 -0.95
H -2.92 1.46 -2.54
H -1.50 1.19 -3.60
H -3.12 0.68 -4.17
H -4.00 -3.09 -0.38
H -3.71 -3.87 1.20
H -3.61 -5.23 -1.04
H -1.10 -5.80 0.65
H -2.83 -6.07 1.34
H -2.21 -6.94 -0.16
H 0.77 0.27 2.00
H 0.63 -1.16 3.08
H 1.76 -1.82 0.30
H 2.41 -2.25 1.92
H 3.29 0.23 2.11
H 2.86 0.46 0.39
H 4.42 -1.22 -0.46
H 5.26 -0.09 0.62
H 6.29 -2.96 -0.13
H 6.99 -4.71 1.93
H 5.65 -3.84 4.22
H 4.21 -1.55 3.40
C 5.66 2.18 -5.19
C 5.44 1.95 -3.67
C 5.99 3.16 -2.90
C 7.51 3.22 -2.90
C 8.11 1.91 -2.39
C 7.56 0.66 -3.09
N 6.07 0.67 -3.24
O 5.55 0.35 -2.06
C 8.21 0.50 -4.48
C 8.06 -0.58 -2.31
C 3.91 1.92 -3.53
H 4.93 2.89 -5.58
H 6.63 2.59 -5.43
H 5.53 1.25 -5.75
H 5.63 3.14 -1.87
H 5.60 4.09 -3.34
H 7.90 3.45 -3.89
H 7.84 4.04 -2.25
H 9.19 1.94 -2.49
H 7.91 1.84 -1.31
H 7.74 -0.32 -5.04
H 9.27 0.26 -4.39
H 8.17 1.40 -5.09
H 7.79 -0.54 -1.26
H 9.15 -0.64 -2.36
H 7.66 -1.50 -2.74
H 3.48 1.09 -4.10
H 3.47 2.84 -3.91
H 3.58 1.83 -2.49
C -7.00 2.30 3.93
C -6.13 2.29 2.65
C -5.42 3.64 2.51
C -6.37 4.77 2.11
C -7.16 4.41 0.86
C -7.85 3.04 0.92
N -6.96 1.96 1.45
O -6.14 1.60 0.48
C -9.13 3.12 1.78
C -8.38 2.71 -0.49
C -5.08 1.20 2.94
H -6.38 2.19 4.82
H -7.55 3.23 4.08
H -7.72 1.47 3.93
H -4.63 3.58 1.76
H -4.93 3.91 3.45
H -7.06 5.01 2.93
H -5.80 5.68 1.93
H -7.90 5.19 0.66
H -6.46 4.43 0.01
H -9.56 2.13 1.93
H -9.89 3.73 1.29
H -8.97 3.58 2.75
H -7.60 2.75 -1.25
H -9.14 3.44 -0.79
H -8.84 1.72 -0.52
H -5.56 0.22 3.08
H -4.53 1.43 3.85
H -4.34 1.10 2.14